Record 1
62
Properties=species:S:1:pos:R:3:forces:R:3:mulliken_charge:R:1 method="wB97M-V/def2-TZVPD" spin_multiplicity=5 e_tot_ha=-2756.68447 homo_lumo_gap_ev="8.729 / 4.571" e_homo_ev="-11.3 / -11.4" charge=+1
C -0.90123 -0.05719 1.94278 -1.21 0.21 -0.81 -0.16
C 0.29858 0.67147 1.93885 0.18 0.84 -0.70 -0.20
C 0.19958 1.73888 0.96879 -1.07 0.10 0.63 -0.66
H 1.14027 0.51428 2.59680 -0.02 -0.16 -0.11 0.51
C -1.16756 1.72273 0.45175 0.51 -0.74 0.19 -1.04
C -1.76977 0.47021 0.92193 0.49 1.60 1.53 -0.91
H -2.79813 0.19913 0.72915 0.12 -0.15 -0.01 0.74
H -1.19834 -0.81125 2.65642 0.26 -0.25 -0.26 0.60
H 0.90664 2.55039 0.80211 -0.13 -0.32 0.06 0.73
H -1.67186 2.49459 -0.12111 0.17 -0.13 0.12 0.51
Pt -0.20554 0.22937 -0.73054 -0.15 -1.07 -0.53 1.21
Cl 1.00926 0.81790 -2.60796 -0.01 0.00 0.04 -0.43
P 3.29690 1.07703 -0.82268 3.98 0.98 -0.84 1.01
C 3.74645 2.87005 -0.98689 -1.16 0.38 0.19 0.27
C 4.85310 3.44938 -0.34497 0.10 0.01 0.31 0.02
H 5.48154 2.84959 0.31360 -0.16 0.20 -0.20 0.31
C 5.16844 4.79638 -0.55071 -0.17 -0.26 -0.20 -0.62
H 6.04766 5.22711 -0.06515 -0.33 -0.18 -0.16 0.42
C 4.37053 5.57864 -1.39038 -0.13 -0.19 -0.08 -0.47
H 4.62369 6.62352 -1.57087 -0.08 -0.27 0.10 0.40
C 3.24731 5.01972 -2.01193 0.11 -0.19 0.00 -0.68
H 2.62097 5.62068 -2.67440 0.21 -0.16 0.26 0.41
C 2.93177 3.67674 -1.80115 0.10 -0.01 0.04 -0.18
H 2.05946 3.22115 -2.26931 0.17 0.29 0.01 0.32
C 4.47548 0.60778 0.52352 -0.90 -0.41 0.74 -0.14
C 4.04780 0.83756 1.84568 0.31 -0.16 -0.10 -0.05
H 3.06142 1.27262 2.01069 0.30 -0.07 0.09 0.40
C 4.88063 0.52321 2.91767 -0.09 0.17 -0.05 -0.79
H 4.53943 0.71945 3.93432 0.13 -0.08 -0.25 0.42
C 6.14917 -0.02321 2.69033 -0.21 0.12 -0.12 -0.47
H 6.80106 -0.25127 3.53357 -0.19 0.02 -0.23 0.40
C 6.57748 -0.26100 1.38365 -0.23 0.23 -0.05 -0.74
H 7.57004 -0.67216 1.19630 -0.31 0.10 0.03 0.43
C 5.74073 0.04197 0.30563 0.06 -0.27 -0.14 -0.09
H 6.08439 -0.16017 -0.70819 -0.09 0.05 0.30 0.32
C 4.26718 0.41167 -2.24877 -0.94 -0.66 -0.38 -0.10
C 5.17775 1.15839 -3.00820 -0.13 0.20 -0.08 0.06
H 5.35769 2.20828 -2.77083 -0.02 -0.34 -0.11 0.29
C 5.85369 0.56292 -4.07961 -0.11 -0.13 0.29 -0.72
H 6.57785 1.14757 -4.65290 -0.29 -0.21 0.21 0.42
C 5.61142 -0.77526 -4.39972 -0.09 -0.03 0.21 -0.46
H 6.14716 -1.24851 -5.22260 -0.18 0.17 0.17 0.40
C 4.69171 -1.52457 -3.65399 0.05 0.08 0.19 -0.69
H 4.49500 -2.57067 -3.89584 0.09 0.35 0.01 0.41
C 4.02456 -0.93444 -2.58343 0.12 0.30 -0.10 -0.25
H 3.28600 -1.48862 -2.00354 0.19 -0.05 -0.22 0.36
O -4.70318 -3.18641 -3.23394 0.51 1.05 0.42 -0.60
S -4.57591 -2.06654 -2.33159 -0.23 -0.79 0.85 1.15
O -5.48760 -0.96013 -2.44144 0.74 -0.18 -0.15 -0.60
N -2.99630 -1.55180 -2.17748 1.65 0.38 0.07 -0.54
C -2.41404 -1.85999 -1.03093 -1.86 -0.12 -1.41 0.62
O -1.16905 -1.65081 -0.72925 0.22 0.00 -0.07 -0.78
C -3.36290 -2.51281 -0.06962 0.28 -0.13 0.60 0.44
C -3.17327 -2.88172 1.27054 0.15 0.19 -0.70 -0.37
C -4.27344 -3.34773 1.98390 -0.22 -0.07 0.26 -0.64
C -5.53419 -3.47450 1.37889 -0.03 0.10 -0.44 -0.50
C -5.70307 -3.15160 0.02240 0.48 0.09 0.26 -0.52
C -4.59706 -2.66046 -0.66412 -1.01 -0.44 0.60 0.05
H -2.16943 -2.80122 1.69604 -0.42 -0.07 0.03 0.58
H -4.16461 -3.60838 3.04095 -0.02 0.05 -0.41 0.38
H -6.40088 -3.81468 1.95474 0.45 0.08 -0.17 0.38
H -6.65025 -3.24104 -0.50181 0.05 -0.04 0.27 0.44

Record 2
75
Properties=species:S:1:pos:R:3:forces:R:3:mulliken_charge:R:1 method="wB97M-V/def2-TZVPD" e_tot_ha=-4408.70680 homo_lumo_gap_ev=10.114 e_homo_ev=-8.2 charge=-1
As 1.39921 -1.01079 -0.09933 0.81 -0.21 0.11 2.06
F 2.82102 -1.62817 -0.98225 -0.81 0.23 0.63 -0.51
F 2.15700 0.58214 -0.24642 -1.09 -0.66 0.09 -0.50
F -0.08649 -0.46354 0.68880 1.04 0.14 -0.03 -0.50
F 0.80436 -2.65081 0.01598 0.30 0.27 0.30 -0.50
F 2.25242 -1.15015 1.51688 -1.01 -0.06 -1.70 -0.54
F 0.50564 -0.86549 -1.62660 0.76 0.28 0.61 -0.51
C -1.07238 -1.36118 4.99460 0.23 -0.60 0.74 -0.59
O -2.16838 -1.62794 4.14556 -0.22 0.44 0.18 -0.52
H -0.36128 -2.18011 4.88602 0.57 0.35 -0.13 0.27
H -0.62936 -0.36920 4.90630 0.16 -0.04 -0.61 0.25
H -1.35402 -1.40717 6.04657 -0.66 -0.13 -0.06 0.27
H -1.82895 -1.58324 3.24868 -0.04 0.01 -0.20 0.32
C 0.78135 5.06911 0.46825 -0.18 -0.16 -0.49 -0.48
O -0.43184 5.64852 -0.01108 -0.07 0.05 0.44 -0.51
H 1.42567 4.93064 -0.39995 0.54 0.08 0.31 0.21
H 1.22005 5.72202 1.22282 0.01 0.12 -0.26 0.24
H 0.63856 4.08907 0.92347 -0.20 -0.10 0.05 0.24
H -0.66252 5.18657 -0.82040 -0.18 -0.06 -0.07 0.30
C 3.87556 0.10817 -5.38038 0.28 0.38 0.66 -0.51
O 4.79462 -0.04489 -4.29081 0.10 0.34 -0.66 -0.52
H 3.75822 -0.82099 -5.93806 -0.15 -0.01 -0.01 0.24
H 2.91682 0.52935 -5.07783 -0.23 -0.43 0.30 0.25
H 4.26367 0.88841 -6.03513 0.43 -0.23 -0.09 0.23
H 4.41152 -0.46060 -3.51492 -0.48 -0.06 -0.12 0.32
C -1.79059 -1.36127 -6.84605 -1.00 -1.28 1.56 -0.45
O -1.69202 -0.69922 -8.02884 0.71 1.42 -1.99 -0.49
H -2.51158 -0.87729 -6.18724 0.29 0.36 0.13 0.17
H -2.25719 -2.32276 -7.06028 0.31 -0.63 0.45 0.23
H -0.81114 -1.45626 -6.37728 -0.20 -0.21 0.44 0.22
H -0.84969 -1.00169 -8.37610 -0.10 0.35 -0.59 0.32
C 5.89091 4.43335 -2.05080 -1.64 0.69 -0.80 -0.47
O 6.80848 4.89900 -1.12917 1.26 -0.31 0.67 -0.50
H 5.43342 5.32178 -2.48609 -0.15 -0.05 -0.17 0.21
H 6.29896 3.85246 -2.87794 0.19 -0.25 0.12 0.24
H 5.10411 3.89810 -1.51923 -0.19 -0.35 -0.35 0.22
H 7.10829 4.08018 -0.72763 0.52 0.26 0.54 0.31
C 6.63176 -2.14703 2.64696 1.23 -1.68 -0.93 -0.58
O 6.23495 -0.83617 2.56315 -0.73 1.09 0.38 -0.49
H 7.63896 -2.21478 3.05809 -0.15 0.07 0.78 0.25
H 5.92542 -2.83482 3.11187 0.06 0.20 0.47 0.26
H 6.81595 -2.57415 1.66119 -0.33 -0.04 -0.53 0.24
H 5.28264 -0.83542 2.68436 -0.14 0.38 -0.23 0.32
C -2.88874 2.47708 -2.39089 0.52 0.38 -0.76 -0.44
O -2.19532 3.64025 -2.90522 -0.44 0.01 0.51 -0.52
H -2.25400 1.92022 -1.70161 -0.09 0.05 0.12 0.23
H -3.80560 2.82379 -1.91418 0.21 0.05 0.11 0.21
H -3.17467 1.81615 -3.20914 -0.03 -0.08 -0.02 0.23
H -1.63805 3.43229 -3.65876 -0.08 -0.39 0.11 0.29
C 0.01521 -7.93375 0.45123 0.57 1.85 0.46 -1.39
C -1.20166 -7.27216 1.10914 0.82 -0.04 -2.43 0.38
C -2.39558 -7.10330 0.14822 1.12 0.79 -0.47 -0.45
O -3.48474 -7.52253 0.96636 -1.14 1.98 -2.37 -0.30
C -3.02973 -8.14274 1.99277 -1.18 -4.13 3.25 0.68
O -3.70624 -8.82698 2.75493 1.11 1.76 -1.17 -0.62
O -1.69892 -8.14728 2.02391 -0.46 -1.19 2.33 -0.33
H 0.86090 -7.75607 1.11554 0.10 -0.47 0.15 0.35
H 0.27954 -7.30834 -0.40147 -0.05 -0.35 -0.45 0.42
H -0.06872 -8.99427 0.21385 -0.37 0.25 -0.01 0.33
H -0.98287 -6.33009 1.61186 0.34 0.13 -0.22 0.32
H -2.33333 -7.66479 -0.78395 -0.08 -0.75 0.33 0.27
H -2.41840 -6.07927 -0.22455 -0.76 0.23 0.59 0.34
C -3.46671 3.35636 3.38904 -0.49 0.95 -0.67 -1.40
C -3.98618 4.79296 3.67702 1.13 -1.21 -0.83 0.48
C -4.71285 5.41135 2.48104 -0.14 -0.29 0.09 -0.30
O -6.00362 5.70661 3.00438 -0.93 0.22 0.27 -0.36
C -6.10860 5.33250 4.30751 -0.55 1.48 0.81 0.68
O -7.02810 5.58517 5.05873 1.29 -0.81 -1.65 -0.56
O -4.94739 4.78926 4.68451 -0.61 -0.40 1.47 -0.36
H -3.09488 2.75420 4.21804 0.12 0.52 0.10 0.36
H -2.72052 3.49522 2.60672 0.37 -0.29 0.15 0.37
H -4.26112 2.78489 2.90900 -0.21 -0.03 0.12 0.33
H -3.17542 5.47123 3.94300 0.11 -0.23 0.40 0.26
H -4.85431 4.71179 1.65721 0.23 0.12 -0.09 0.22
H -4.21149 6.32649 2.16600 -0.28 -0.04 -0.22 0.27

Record 3
23
Properties=species:S:1:pos:R:3:forces:R:3:nbo_charge:R:1 method="wB97M-V/def2-TZVPD" e_tot_ha=-1047.49957 homo_lumo_gap_ev=8.397 e_homo_ev=-5.1 charge=-1
C -1.57346 1.68480 -2.07177 -1.66 -1.04 0.97 -0.24
C -2.22511 1.70334 -0.84174 -0.01 3.05 0.48 -0.21
C -1.16794 0.41556 -2.42715 0.37 -0.23 0.76 -0.22
C -2.24909 0.67973 0.04567 -0.98 -0.23 0.65 -0.20
C -1.15370 -0.68092 -1.57223 -0.22 0.24 1.01 -0.22
C -1.68235 -0.51349 -0.26720 0.93 0.23 -2.75 -0.19
C 3.31549 -0.74285 0.48412 0.22 -0.49 -1.61 -0.34
C 2.14103 -0.20007 0.27142 1.16 0.46 -0.61 -0.32
C 1.36032 0.32409 1.34042 -1.15 -1.45 0.33 0.30
O 2.07796 -1.26349 2.99663 0.19 -0.83 -0.54 -1.03
O -0.20079 -0.65858 3.18682 -1.49 0.02 -0.04 -1.01
O 0.41252 -2.25249 1.40005 0.38 0.82 0.27 -1.01
O 1.05750 1.42716 1.62599 -0.30 1.92 0.39 -0.52
S 0.80187 -1.13733 2.27266 0.46 -0.14 1.99 2.30
H -1.63921 2.49315 -2.77932 0.35 0.23 0.03 0.21
H -2.61561 2.60540 -0.33840 0.06 0.05 -1.13 0.20
H -0.74277 0.29744 -3.35556 0.91 -0.38 -2.21 0.19
H -2.81652 0.86313 0.95650 0.57 -0.34 0.14 0.21
H -0.68362 -1.62415 -1.90042 -0.37 0.58 0.35 0.22
H 3.77070 -1.35682 -0.29091 0.25 0.30 0.15 0.18
H 3.75448 -0.63585 1.43290 0.61 -0.24 0.95 0.22
H 1.58302 -0.21090 -0.62138 -0.35 -0.37 -1.30 0.22
H -1.52473 -1.21686 0.45287 0.08 -2.17 1.72 0.25

Record 4
13
Properties=species:S:1:pos:R:3:forces:R:3:nbo_charge:R:1 method="wB97M-V/def2-TZVPD" e_tot_ha=-1023.64260 homo_lumo_gap_ev=6.887 e_homo_ev=-8.9 smiles="CNNC(=S)C=S"
C -1.29699 -0.11024 -1.53988 0.12 1.74 0.29 -0.46
C 0.54841 -0.31738 0.92095 1.16 2.67 -2.55 -0.01
C 0.71220 0.05084 2.32455 0.92 -1.86 0.61 -0.33
H -1.45125 -0.90094 -0.76040 -0.72 0.42 -1.50 0.20
H -1.38461 -0.34366 -2.65863 0.71 -0.53 1.80 0.23
H -2.17187 0.68353 -1.51403 2.32 -0.94 0.73 0.21
H 0.70723 -0.46635 -1.56281 1.11 -1.05 -0.20 0.36
H 1.08943 1.60390 0.24982 1.17 3.69 0.51 0.41
H 0.55371 -0.98524 2.83866 0.27 2.39 0.50 0.25
N 0.20995 0.33750 -1.31080 -1.53 4.14 -0.08 -0.48
N 0.72683 0.76392 0.04635 -4.82 -8.45 -2.92 -0.43
S 0.39089 -1.82279 0.25532 0.15 -0.64 2.19 -0.06
S 1.36608 1.50691 2.71089 -0.85 -1.55 0.62 0.11

Record 5
58
Properties=species:S:1:pos:R:3:forces:R:3:nbo_charge:R:1 method="wB97M-V/def2-TZVPD" e_tot_ha=-2438.23852 homo_lumo_gap_ev=6.742 e_homo_ev=-7.4
Ag -2.27911 0.16988 -0.54359 0.02 0.03 -0.06 0.86
C -1.44068 0.69105 -5.08005 0.03 0.00 0.01 0.00
C -2.02353 0.42487 -3.84969 -0.04 0.00 0.01 0.02
N -1.29909 0.33544 -2.74381 0.01 0.00 0.05 -0.41
C 0.01778 0.50536 -2.85067 0.01 0.00 0.00 0.14
C 0.58379 0.80054 -4.08855 0.02 -0.01 0.00 0.01
N -0.13402 0.88965 -5.20072 -0.02 0.00 0.00 -0.36
C 0.83934 0.39541 -1.60831 -0.03 0.00 -0.02 0.19
C 2.22198 0.25222 -1.64878 0.03 -0.01 -0.05 -0.24
C 2.93457 0.20065 -0.45848 -0.04 0.01 0.03 0.09
C 2.22380 0.29853 0.73257 0.08 0.00 0.04 -0.20
C 0.84229 0.40932 0.68313 -0.02 0.04 0.00 0.18
N 0.17464 0.45270 -0.46357 -0.03 -0.04 -0.02 -0.41
C 0.01363 0.47039 1.91729 0.02 0.00 0.00 0.13
C 0.38198 1.21387 3.03202 0.03 0.01 0.01 0.00
N -0.37942 1.27442 4.11916 0.01 0.01 -0.01 -0.37
C -1.52104 0.59828 4.08181 -0.02 -0.01 0.01 0.00
C -1.90462 -0.13533 2.96567 0.02 -0.01 0.02 0.02
N -1.13041 -0.20636 1.89320 -0.04 -0.02 0.02 -0.40
C 4.40612 0.02806 -0.45764 0.02 0.00 0.00 -0.04
C 5.02957 -0.84570 -1.34050 -0.03 -0.03 -0.04 -0.25
C 6.40879 -0.97531 -1.29799 0.02 0.02 0.02 0.04
N 7.18796 -0.30320 -0.45425 -0.02 0.00 0.00 -0.41
C 6.58644 0.53333 0.38772 0.01 -0.02 -0.02 0.04
C 5.21514 0.73080 0.42723 -0.02 0.03 0.03 -0.25
H -2.04261 0.75259 -5.97810 0.01 0.00 0.00 0.21
H -3.09251 0.28321 -3.75180 0.01 0.00 0.00 0.21
H 1.64534 0.98833 -4.18802 -0.01 0.00 -0.01 0.20
H 2.74861 0.18137 -2.59018 -0.01 0.00 0.01 0.22
H 2.73436 0.23458 1.68517 -0.01 0.00 -0.01 0.22
H 1.30068 1.79004 3.04118 0.00 -0.01 -0.01 0.20
H -2.15368 0.64400 4.96003 0.00 0.00 0.00 0.20
H -2.85203 -0.66018 2.91902 0.00 0.00 0.01 0.23
H 4.45098 -1.43849 -2.03785 0.01 0.01 0.01 0.22
H 6.91162 -1.65744 -1.97439 0.00 0.00 0.01 0.20
H 7.23373 1.07812 1.06585 0.00 0.00 -0.01 0.20
H 4.79015 1.44122 1.12508 0.00 -0.01 -0.01 0.22
N -3.30008 2.73797 1.60680 0.02 -0.04 -0.09 -0.85
C -2.29021 3.31732 0.91540 -0.01 0.12 0.09 0.78
N -1.86768 4.54502 1.39180 -0.01 -0.02 -0.01 -0.85
O -1.73278 2.78606 -0.03809 0.01 -0.05 0.01 -0.69
H -3.77868 3.21628 2.34643 0.00 0.01 0.02 0.39
H -3.68171 1.86463 1.25525 -0.03 -0.02 0.02 0.44
H -2.52476 5.12127 1.88942 0.00 0.00 0.02 0.38
H -1.26316 5.03581 0.75565 0.00 0.01 -0.03 0.40
S -6.74300 -0.71069 1.28754 -0.04 -0.05 0.03 -0.28
C -5.23236 -0.30735 0.85625 0.08 0.04 0.01 0.16
N -4.13496 -0.00167 0.57238 -0.04 0.02 -0.13 -0.79
C -0.75448 -3.78262 1.32073 0.01 0.01 0.00 -0.83
S -2.07128 -2.95135 0.42664 -0.01 -0.03 0.04 1.29
C -2.94934 -4.42760 -0.09194 -0.01 0.01 -0.02 -0.83
O -1.43095 -2.40188 -0.81047 -0.02 0.00 0.01 -1.01
H -1.16865 -4.32035 2.17380 -0.01 0.01 -0.01 0.23
H -0.07872 -3.00267 1.66818 0.00 -0.01 0.00 0.24
H -0.23439 -4.45933 0.64296 0.00 0.00 0.00 0.23
H -3.33003 -4.95431 0.78303 0.01 0.01 0.00 0.23
H -2.27949 -5.05839 -0.67581 0.00 0.00 0.00 0.23
H -3.78382 -4.09234 -0.70517 0.00 -0.01 0.01 0.25

Record 6
25
Properties=species:S:1:pos:R:3:forces:R:3:nbo_charge:R:1 method="wB97M-V/def2-TZVPD" spin_multiplicity=2 e_tot_ha=-691.67026 homo_lumo_gap_ev="4.963 / 7.021" e_homo_ev="-1.1 / -3.2" charge=-1
C 0.81269 -1.80928 3.14645 0.14 -0.08 -0.01 -0.61
C 1.59950 -2.02868 1.85908 -0.53 0.02 0.05 -0.21
N 0.79693 -1.59350 0.72298 0.68 0.31 0.25 -0.65
C 1.60143 -1.59750 -0.49206 -0.22 0.22 -0.01 -0.42
H -0.16998 -2.27860 3.04512 0.08 0.04 0.09 0.21
H 1.34121 -2.24801 4.00224 -0.13 0.12 -0.06 0.19
H 0.66100 -0.73952 3.32592 0.02 -0.14 0.00 0.21
H 2.57273 -1.51398 1.92642 0.05 0.01 -0.04 0.14
H 1.80050 -3.10158 1.73577 0.11 0.07 0.02 0.16
H 0.48925 -0.61873 0.88205 -0.09 -0.62 -0.20 0.41
H -0.78938 0.03159 -0.44376 -0.08 0.11 0.02 -0.30
H 2.44557 -0.88638 -0.44786 0.00 -0.19 0.01 0.16
H 0.98037 -1.30361 -1.33916 -0.04 0.00 0.06 0.22
H 1.98488 -2.60517 -0.66997 0.07 -0.04 -0.02 0.16
C -1.30865 1.57096 -2.78232 0.17 0.07 -0.17 -0.62
C -2.10592 1.93286 -1.54155 -0.36 0.29 -0.05 -0.41
C -1.28577 2.62214 -0.45092 0.28 -0.35 0.30 -0.51
S 0.18887 1.69742 0.14582 -0.14 -0.01 -0.11 -0.49
H -0.92674 2.46416 -3.29562 -0.09 -0.04 0.10 0.18
H -1.90965 1.00270 -3.50110 0.02 0.04 0.07 0.18
H -0.44541 0.97117 -2.49258 -0.06 -0.04 -0.03 0.24
H -2.94162 2.59704 -1.82206 0.12 0.02 0.02 0.17
H -2.57047 1.03637 -1.12586 0.18 -0.05 0.01 0.22
H -1.92380 2.82218 0.41556 -0.05 0.05 -0.14 0.18
H -0.89755 3.57597 -0.80260 -0.12 0.18 -0.15 0.18